C4H26N2O8 | ωB97M-V/def2-TZVPD

Geometry as XYZ:
```
40
Properties=species:S:1:pos:R:3:nbo_charge:R:1
O 2.04 1.71 0.23 -0.9860
O -0.71 -3.42 2.64 -0.9613
O -0.41 -3.96 -0.08 -0.9712
O 1.21 2.28 3.10 -0.9375
O 2.79 0.01 -1.91 -0.9732
O 2.45 -0.28 2.79 -0.9469
O -0.39 -0.44 1.54 -0.7482
O 1.03 -2.79 -2.24 -0.9676
N -1.31 2.07 1.06 -0.8722
N -1.95 0.47 -3.31 -0.8334
C -0.95 1.58 -1.30 -0.4423
C -1.39 -0.37 0.48 -0.0813
C -1.84 1.72 -2.55 -0.2157
C -1.63 1.11 0.02 -0.0778
H -1.05 -2.65 2.19 0.4819
H -0.23 -2.99 3.36 0.4797
H 2.72 0.64 2.67 0.4853
H 1.79 3.00 2.85 0.4738
H -2.28 -0.71 1.00 0.1756
H 1.26 2.27 4.06 0.4699
H -0.61 2.53 -0.95 0.2296
H -2.06 2.45 1.62 0.3627
H -1.06 -1.00 -0.34 0.1684
H 0.71 -3.59 -1.79 0.4993
H 0.02 -3.19 0.32 0.4797
H 2.58 0.99 -0.10 0.5049
H -1.29 2.45 -3.15 0.1811
H -2.84 2.10 -2.36 0.1906
H 3.18 -0.79 2.43 0.4609
H -0.67 1.73 1.77 0.3947
H 2.79 0.57 -2.69 0.4763
H -1.11 -0.10 -3.26 0.3420
H 0.22 -2.55 -2.69 0.4645
H -0.48 -4.52 0.71 0.4951
H 1.90 2.43 -0.37 0.4794
H 0.39 -0.03 1.19 0.4885
H -2.66 -0.11 -2.90 0.3469
H 2.62 -0.90 -2.19 0.5024
H -2.70 1.18 -0.20 0.1835
H -0.04 1.09 -1.64 0.1979
```

strongest force on any atom = 1.6 eV Å⁻¹
2S+1 = 1
net charge = 0
SMILES string = NCC[C@H](N)CO.O.O.O.O.O.O.O
LUMO = 0.33 eV

C30H40N3O2 | ωB97M-V/def2-TZVPD

Geometry as XYZ:
```
75
Properties=species:S:1:pos:R:3:lowdin_charge:R:1
O -0.36 4.51 -2.68 0.1031
O -5.92 -2.87 -0.56 -0.1364
N -0.22 3.83 -0.48 -0.0353
N -3.30 -3.26 0.27 -0.1350
N 0.77 1.82 -0.70 0.0521
C 1.73 -1.62 4.80 -0.0210
C -4.24 -2.53 1.13 -0.1508
C -0.99 2.08 1.06 0.0157
C 1.29 3.19 1.33 0.0210
C 0.76 2.40 -2.04 -0.1562
C 2.90 -3.52 3.87 -0.0145
C 2.41 -2.83 4.99 -0.2431
C -1.98 -3.11 0.58 -0.1424
C 1.95 -1.83 2.37 -0.2122
C 2.51 5.14 -5.49 -0.0667
C -3.67 -3.68 -1.08 -0.1470
C 1.47 -1.14 3.52 0.0061
C 2.66 -3.04 2.59 -0.0166
C -5.17 -3.89 -1.23 -0.1784
C 2.67 4.52 -4.25 -0.0387
C 0.39 -3.96 0.27 -0.1317
C 1.43 2.59 -5.04 -0.0463
C 1.27 3.20 -6.29 -0.0648
C 2.09 3.26 -4.01 -0.2428
C 0.01 3.71 -1.82 -0.3685
C 0.21 2.71 0.34 -0.4566
C 2.61 -3.39 6.37 -0.0349
C 1.23 0.57 -0.48 0.0349
C -0.94 -3.51 -0.22 -0.1638
C -5.68 -2.91 0.85 -0.1861
C -0.93 4.98 0.05 0.0033
C 1.80 4.49 -6.51 -0.0721
C 2.16 2.65 -2.63 -0.0795
C 1.29 -0.01 0.78 -0.0629
C 1.76 -1.30 1.04 0.0194
H -6.34 -2.14 1.27 0.1303
H -5.89 -3.90 1.27 0.1319
H -1.36 2.78 1.81 0.0972
H 3.09 -3.56 1.72 0.1295
H -3.16 -4.63 -1.32 0.1278
H -5.46 -4.89 -0.86 0.1301
H -3.98 -2.76 2.17 0.1251
H 2.70 3.33 -1.95 0.1294
H 3.20 5.01 -3.43 0.1144
H -5.47 -3.77 -2.28 0.1302
H 1.80 2.34 1.81 0.0778
H 0.46 -4.07 1.36 0.0758
H -1.14 5.66 -0.78 0.1005
H 2.94 6.13 -5.65 0.1102
H 0.71 -4.88 -0.23 0.0861
H 1.64 0.06 -1.36 0.1599
H 0.18 1.76 -2.73 0.1695
H -1.12 -3.61 -1.32 0.0961
H 0.82 3.81 2.10 0.0971
H -4.12 -1.45 0.95 0.1237
H -1.77 1.86 0.31 0.1113
H 0.99 0.59 1.63 0.0629
H -3.34 -2.93 -1.83 0.1279
H 1.01 1.60 -4.84 0.1127
H 1.65 4.98 -7.47 0.1077
H 0.95 -0.19 3.41 0.1079
H 2.69 1.69 -2.65 0.1216
H 2.17 -2.73 7.12 0.0814
H 3.48 -4.43 4.02 0.1268
H -0.31 5.50 0.79 0.0980
H -0.72 1.14 1.55 0.0671
H 2.13 -4.37 6.46 0.0949
H -1.80 -2.68 1.58 0.1221
H 2.20 -1.85 0.20 0.1210
H -1.88 4.68 0.50 0.0973
H 0.75 2.68 -7.08 0.1071
H 1.43 -1.04 5.67 0.1223
H 1.16 -3.23 -0.01 0.0178
H 3.68 -3.53 6.60 0.0949
H 2.04 3.79 0.80 0.1035
```

strongest force on any atom = 2.5 eV Å⁻¹
2S+1 = 1
net charge = +1
LUMO = -4.64 eV

C6H10Si | ωB97M-V/def2-TZVPD

Geometry as XYZ:
```
17
Properties=species:S:1:pos:R:3:nbo_charge:R:1
Si 0.56 -1.81 1.37 0.6328
C 2.54 -0.84 -1.33 -0.2442
C -0.93 -1.90 0.06 -0.9785
C -0.06 1.15 0.29 -0.4145
C -1.70 -0.58 -0.19 -0.3997
C 2.71 -0.84 -2.54 -0.2305
C -0.91 0.54 -0.79 -0.4837
H 0.82 1.71 -0.09 0.1765
H -2.38 -0.93 -0.94 0.2009
H -0.54 -2.38 -0.80 0.2362
H -0.37 0.22 -1.79 0.2088
H -1.51 1.35 -1.12 0.2221
H -2.24 -0.25 0.72 0.1993
H -1.66 -2.45 0.69 0.2324
H -0.50 1.73 1.08 0.1744
H 2.91 -0.89 -3.59 0.2402
H 2.39 -0.73 -0.28 0.2274
```

strongest force on any atom = 3.7 eV Å⁻¹
2S+1 = 1
net charge = 0
LUMO (alpha / beta) = -0.65 / -0.84 eV

C33H32ClN5O3PdS3 | ωB97M-V/def2-TZVPD

Geometry as XYZ:
```
78
Properties=species:S:1:pos:R:3:lowdin_charge:R:1
Pd -0.41 -1.78 0.17 1.2997
Cl -3.02 0.34 -4.19 0.6707
S 3.58 -3.58 -0.63 1.2182
S -4.96 -1.70 0.80 1.2031
S -0.06 -2.89 4.67 1.1864
O -0.50 3.05 -2.06 0.0699
O -2.33 0.17 -1.25 0.0263
O -0.62 -1.24 -1.71 -0.1476
N -0.36 0.36 0.89 0.0128
N -0.34 -2.40 2.21 -0.0101
N 1.62 -1.97 -0.24 -0.0044
N 0.47 4.75 -0.92 -0.0441
N -2.47 -2.02 0.54 -0.0197
C -0.89 2.09 2.45 -0.0023
C -0.04 -6.35 -1.20 -0.0338
C -3.70 -1.93 -1.65 -0.0778
C -0.09 3.53 -1.01 -0.3965
C -1.53 -0.32 -2.02 -0.6920
C 5.29 0.03 -0.11 -0.0450
C 3.94 -1.91 -0.35 -0.4414
C -4.04 -1.86 2.22 -0.2789
C 0.49 5.56 -2.15 -0.1847
C 2.06 -2.78 2.94 -0.0378
C -1.61 -2.36 2.78 -0.3366
C 2.77 -1.16 -0.17 -0.2623
C -0.14 1.31 -0.02 -0.1182
C -0.43 -3.70 -0.46 -0.1196
C -1.32 -5.82 -1.08 -0.0263
C 2.88 0.21 0.06 0.0001
C 4.13 0.78 0.08 -0.0394
C 1.92 -3.24 -0.48 -0.5345
C 5.21 -1.33 -0.33 -0.0575
C -0.87 6.18 -2.46 -0.0586
C -0.71 0.76 2.12 -0.0934
C 0.59 -2.66 3.11 -0.5689
C 1.06 -5.53 -0.98 -0.0086
C -0.26 2.66 0.22 -0.0688
C -1.53 -4.49 -0.71 -0.0548
C 1.19 5.28 0.23 -0.2063
C 0.53 6.51 0.84 -0.0626
C -1.64 -2.62 4.11 -0.2926
C -1.42 0.06 -3.49 -0.4575
C 0.86 -4.20 -0.61 -0.2341
C -2.73 -2.05 1.90 -0.3109
C -0.68 3.06 1.48 0.0334
C -3.56 -1.86 -0.17 -0.5789
H -2.54 -4.13 -0.62 0.0951
H -0.85 4.10 1.70 0.1206
H 1.24 6.33 -2.00 0.1219
H 1.31 4.49 0.98 0.1037
H 2.58 -2.35 3.80 0.0976
H 6.10 -1.93 -0.49 0.1244
H -2.75 -2.17 -2.12 0.0799
H -1.61 5.40 -2.62 0.0751
H -1.20 6.83 -1.65 0.0720
H 2.35 -3.83 2.86 0.1076
H 4.22 1.85 0.25 0.1175
H 0.81 4.92 -2.97 0.1229
H -0.49 6.29 1.18 0.0731
H -4.05 -0.98 -2.05 0.0695
H -2.18 -6.45 -1.28 0.1246
H -2.49 -2.66 4.76 0.1005
H 6.26 0.51 -0.09 0.1226
H 2.02 0.81 0.20 0.0744
H 2.39 -2.25 2.05 0.0538
H 0.48 7.32 0.12 0.0773
H -0.80 6.77 -3.37 0.0852
H -1.21 2.36 3.44 0.1226
H 0.10 -7.38 -1.49 0.1249
H 0.17 0.99 -1.00 0.1148
H -0.91 -0.72 -4.06 0.0884
H 2.06 -5.92 -1.11 0.1160
H -0.85 0.99 -3.53 0.0821
H -0.88 -0.01 2.86 0.0993
H -4.49 -1.84 3.20 0.0969
H -4.43 -2.70 -1.91 0.1099
H 1.11 6.86 1.70 0.0853
H 2.20 5.54 -0.10 0.1266
```

strongest force on any atom = 1.0 eV Å⁻¹
2S+1 = 1
net charge = +2
LUMO = -7.27 eV

C16H43Br3ClN6O9P2 | ωB97M-V/def2-TZVPD

Geometry as XYZ:
```
80
Properties=species:S:1:pos:R:3:lowdin_charge:R:1
Br -1.50 -2.49 8.84 0.4599
Br 1.37 -3.49 7.57 0.5296
Br -0.67 -5.59 8.52 0.5912
Cl -1.38 0.22 1.56 0.5627
P 1.90 8.50 1.70 0.5992
P -2.30 -8.74 -2.19 0.6428
O 0.61 3.50 -5.76 -0.0222
O -2.64 -7.82 -3.33 -0.3122
O -1.49 2.77 -4.99 0.0960
O -2.58 0.11 0.82 -0.3973
O -0.59 -0.95 1.53 -0.3726
O 0.23 1.43 -5.49 0.0197
O -0.74 1.34 0.92 -0.3978
O 0.61 7.90 1.21 -0.2931
O -1.75 0.53 2.91 -0.3947
N -0.95 -8.20 -1.25 -0.3123
N 3.32 8.12 0.83 -0.3359
N -3.56 -8.75 -0.97 -0.3136
N -1.99 -10.41 -2.61 -0.3119
N 2.24 8.12 3.33 -0.3337
N 1.87 10.23 1.74 -0.3184
C 2.96 8.90 4.40 -0.0847
C 0.01 -7.34 -1.87 -0.1578
C -0.53 -3.93 7.72 -1.5665
C 0.73 10.81 2.40 -0.1466
C 3.30 6.88 0.07 -0.1069
C 2.14 10.81 0.42 -0.1267
C -4.21 -7.47 -0.60 -0.0951
C 2.29 6.76 3.65 -0.1574
C -2.98 -11.17 -3.37 -0.1357
C -3.80 -9.93 -0.05 -0.0901
C -0.33 2.59 -5.41 -0.5909
C 0.20 4.87 -5.88 -0.0368
C -0.91 -8.19 0.27 -0.0678
C -0.99 -11.28 -1.97 -0.1202
C -0.53 0.26 -5.27 -0.0400
C 4.64 8.57 1.31 -0.0961
H -0.18 -10.70 -1.51 0.0662
H 2.34 6.66 -0.39 0.0849
H -0.51 -12.00 -2.63 0.0795
H 1.25 11.42 0.24 0.0706
H 3.31 6.47 3.40 0.0752
H 0.17 -7.62 -2.91 0.0818
H -4.47 -6.95 -1.53 0.0765
H -3.53 -10.77 -0.69 0.0466
H -1.69 -7.60 0.75 0.0663
H 0.88 11.89 2.51 0.0805
H 3.00 11.47 0.46 0.0760
H -0.92 -4.04 6.71 -0.0145
H -0.19 10.75 1.82 0.0798
H -3.23 -9.82 0.87 0.0625
H 3.91 6.99 -0.83 0.0779
H 4.69 9.59 1.71 0.0772
H -3.51 -11.86 -2.72 0.0685
H 3.93 8.41 4.45 0.0696
H 2.39 8.74 5.32 0.0781
H 4.96 7.79 2.00 0.0715
H -3.67 -10.48 -3.86 0.0815
H 0.97 -7.53 -1.40 0.0667
H 5.34 8.61 0.48 0.0769
H 0.11 -7.88 0.51 0.0780
H -4.85 -9.91 0.22 0.0728
H -3.49 -6.90 -0.03 0.0579
H -0.95 -9.25 0.51 0.0613
H -1.23 0.08 -6.09 0.0945
H 2.25 6.69 4.74 0.0787
H 1.48 6.14 3.28 0.1016
H -0.54 4.91 -6.68 0.0947
H 0.57 10.28 3.34 0.0765
H -1.44 -11.78 -1.11 0.0669
H 3.68 6.21 0.84 0.0814
H 0.08 -0.64 -5.27 0.0938
H -2.54 -11.82 -4.12 0.0762
H 1.08 5.51 -5.94 0.0940
H -0.10 -6.27 -1.70 0.0892
H -5.05 -7.62 0.08 0.0758
H 2.14 10.06 -0.37 0.0749
H -0.37 5.05 -4.97 0.0915
H 3.06 9.95 4.15 0.0687
H -1.12 0.29 -4.36 0.1057
```

strongest force on any atom = 3.3 eV Å⁻¹
2S+1 = 1
net charge = -1
LUMO = 1.32 eV